Entry 1:
Here is the ion O4PS with charge -1 at a distorted geometry from the Open Molecules 2025 dataset. Energies are from wB97M-V/def2-TZVPD.

Each line ends with the Mulliken charge.
Element x y z (Å)
O 1.88988 1.13315 -0.47829  -0.514
O -0.45101 0.25264 0.33266  -0.314
O -2.95734 0.21595 0.27476  -0.524
O 1.70569 -1.25812 -0.19438  -0.515
P -1.73052 -0.37527 -0.34848  0.202
S 1.54329 0.03164 0.41373  0.665

Cartesian forces, eV/Å:
O 0.015 -0.247 0.528
O -1.173 -0.677 -0.639
O 0.313 -0.535 -0.590
O 0.171 -1.094 -0.224
P 0.746 1.285 1.438
S -0.071 1.269 -0.513

Largest force on an atom, Eh/bohr: 0.040
Charge: -1
HOMO level, eV: -5.291
Spin multiplicity: 1
LUMO level, eV: 3.81
HOMO-LUMO gap, eV: 9.098

Entry 2:
Here is a structure of composition C49H45AsMoOPSSi at a distorted geometry from the Open Molecules 2025 dataset. Energies are from wB97M-V/def2-TZVPD.

Each line ends with the Mulliken charge.
Element x y z (Å)
Mo 0.14409 0.10620 1.20554  -2.582
C -1.15747 1.12363 3.06324  -0.159
C -0.29115 1.96113 3.78961  -0.636
C 0.31832 1.51026 4.93820  -0.753
C 0.08252 0.20808 5.38602  -0.561
C -0.73875 -0.63834 4.66852  -0.890
C -1.35857 -0.19780 3.49732  0.665
H -1.85552 1.59097 2.38775  0.462
H -0.15558 2.98285 3.46005  0.440
H 0.96226 2.16634 5.50851  0.447
H 0.54481 -0.13318 6.30282  0.407
H -0.93418 -1.63859 5.03189  0.472
H -2.13264 -0.80724 3.04976  0.188
S 1.72821 -0.62467 2.73548  -0.027
C 3.25725 -1.11050 1.99243  -0.034
C 4.21564 -1.71912 2.79578  -0.578
C 5.41624 -2.12955 2.23869  -0.793
C 5.66642 -1.92938 0.88757  -0.853
C 4.70883 -1.32332 0.08994  -0.794
C 3.49457 -0.91654 0.63407  -0.238
As 2.06218 -0.11724 -0.39441  2.693
C 3.15050 0.60844 -1.82979  0.677
C 3.94128 1.71890 -1.54299  -0.183
C 4.85365 2.17161 -2.48020  -0.891
C 4.97280 1.52092 -3.70188  -0.680
C 4.17871 0.42056 -3.98768  -0.711
C 3.26448 -0.04266 -3.05110  -0.136
C 1.03680 -1.65363 -1.10801  2.020
C 0.38444 -1.35790 -2.41774  -0.854
C 0.15304 -2.33910 -3.28828  -0.677
C 0.60233 -3.70779 -3.02991  -1.018
C 1.32363 -4.02583 -1.95684  -1.253
C 1.73752 -3.01266 -0.93222  0.739
H 4.01258 -1.86587 3.84864  0.546
H 6.15916 -2.60777 2.86338  0.402
H 6.60804 -2.24199 0.45699  0.442
H 4.90194 -1.15986 -0.96385  0.546
H 3.83764 2.22131 -0.58760  0.449
H 5.47513 3.02991 -2.26155  0.459
H 5.68866 1.87402 -4.43231  0.388
H 4.27087 -0.08350 -4.94061  0.444
H 2.64803 -0.90649 -3.26652  0.241
H 0.07436 -0.34013 -2.62063  0.362
H -0.35944 -2.13616 -4.22051  0.490
H 0.35005 -4.46021 -3.76688  0.430
H 1.68396 -5.03763 -1.81606  0.450
H 2.83134 -2.98068 -0.89686  0.323
C -3.14152 2.63477 -3.76986  -0.887
C -1.82026 2.47229 -3.38316  -0.731
C -1.51683 1.74498 -2.24329  0.301
C -2.52799 1.16847 -1.47965  0.413
C -3.85719 1.35451 -1.86207  -0.649
C -4.15744 2.07821 -3.00477  -0.957
P -2.08170 0.11923 -0.05031  3.792
C -3.55001 0.33377 1.02395  0.495
C -4.20416 -0.74691 1.61002  -1.107
C -5.27062 -0.53127 2.47250  -0.623
C -5.68590 0.75886 2.76381  -0.799
C -5.03800 1.84136 2.18408  -0.864
C -3.97418 1.63131 1.32252  -0.552
C -2.27415 -1.58267 -0.62089  -0.098
C -3.44238 -2.02532 -1.23748  -0.197
C -3.65145 -3.37836 -1.41992  -1.177
C -2.73139 -4.27329 -0.89553  -0.828
C -1.55412 -3.84129 -0.29465  1.119
C -0.68340 -4.80775 0.37042  -1.183
C 0.51108 -4.45636 0.82951  -1.662
C 1.08972 -3.12419 0.49492  0.770
C 0.09948 -1.94087 0.14726  0.640
C -1.26028 -2.46194 -0.24115  -0.713
H -3.38262 3.20208 -4.65898  0.433
H -1.02773 2.92110 -3.96860  0.608
H -0.49040 1.64250 -1.91976  -0.841
H -4.66376 0.94995 -1.26614  0.465
H -5.19053 2.21319 -3.29736  0.476
H -3.89498 -1.76127 1.38921  0.252
H -5.77951 -1.37692 2.91669  0.454
H -6.51328 0.92406 3.44123  0.412
H -5.35948 2.85214 2.39928  0.473
H -3.47360 2.47746 0.86258  0.609
H -4.19527 -1.31085 -1.54086  0.391
H -4.54843 -3.73238 -1.91039  0.444
H -2.92825 -5.33758 -0.95318  0.483
H -1.07246 -5.80714 0.52900  0.477
H 1.12857 -5.14809 1.39010  0.491
H 1.81675 -2.85757 1.25273  -0.160
C 1.94008 3.84210 1.29207  -1.343
Si 0.43767 3.47601 0.19051  1.342
C -0.99136 4.65776 0.52768  -1.228
C 0.98667 3.66232 -1.61718  -1.040
O -0.06991 1.97263 0.52235  0.311
H 2.63050 4.54031 0.81448  0.542
H 2.48400 2.91529 1.50040  0.206
H 1.65290 4.28263 2.24960  0.415
H -0.68277 5.68885 0.33759  0.478
H -1.33331 4.59884 1.56405  0.293
H -1.83880 4.43833 -0.12683  0.253
H 1.83061 4.35252 -1.68213  0.510
H 0.18354 4.06792 -2.23597  0.362
H 1.30892 2.71648 -2.05622  0.048

Cartesian forces, eV/Å:
Mo -0.152 1.075 -0.382
C -0.281 -0.057 0.789
C -0.015 0.071 -0.006
C -0.018 0.006 -0.013
C -0.019 -0.028 -0.061
C 0.056 -0.097 0.089
C -0.271 0.324 0.190
H 0.179 -0.106 -0.266
H 0.029 0.008 -0.002
H 0.001 0.012 -0.018
H -0.025 -0.020 0.000
H 0.047 -0.022 -0.046
H 0.079 -0.046 -0.142
S 0.137 0.074 0.193
C -0.130 0.127 -0.171
C 0.006 -0.018 -0.007
C -0.014 0.001 0.026
C 0.023 -0.006 0.002
C -0.101 0.109 -0.145
C 0.071 -0.050 0.132
As 1.125 -0.955 -0.631
C -0.283 0.346 0.152
C -0.129 -0.040 0.055
C 0.036 0.029 -0.011
C -0.008 -0.016 -0.019
C 0.042 0.037 -0.031
C -0.144 -0.102 0.118
C -0.112 0.012 -0.054
C -0.003 0.034 0.090
C 0.029 0.136 0.020
C -0.003 -0.139 -0.041
C 0.009 0.037 0.016
C -0.012 0.029 0.064
H 0.020 -0.015 0.000
H 0.010 0.023 -0.002
H -0.007 -0.008 -0.009
H 0.051 -0.019 0.007
H 0.073 0.037 -0.014
H -0.014 0.002 0.016
H -0.008 0.001 -0.002
H 0.003 -0.010 0.007
H 0.068 0.019 -0.060
H -0.095 -0.026 -0.104
H 0.004 0.041 0.009
H 0.043 -0.045 0.050
H -0.043 -0.030 -0.009
H -0.011 -0.015 0.026
C -0.004 -0.021 0.037
C -0.002 0.028 -0.106
C -0.032 -0.107 0.095
C 0.336 0.138 0.144
C 0.014 -0.026 0.018
C -0.026 0.011 -0.026
P -0.845 -0.644 -0.545
C 0.107 0.089 0.059
C -0.006 0.004 -0.044
C -0.026 -0.003 0.052
C -0.008 0.002 0.017
C 0.040 0.069 -0.011
C -0.008 -0.065 -0.084
C 0.017 0.089 0.013
C 0.035 -0.044 -0.025
C -0.049 0.094 -0.003
C 0.024 -0.038 0.006
C -0.045 0.062 -0.028
C 0.136 -0.125 0.121
C -0.006 0.090 -0.085
C 0.060 -0.095 0.033
C -0.063 0.303 0.079
C -0.132 0.098 0.006
H 0.005 0.003 0.001
H 0.018 -0.028 0.024
H -0.064 -0.022 -0.068
H -0.015 -0.022 0.020
H 0.000 -0.004 0.017
H 0.012 0.006 -0.008
H 0.012 0.000 -0.005
H -0.010 -0.013 -0.019
H -0.012 -0.017 0.015
H -0.021 0.025 0.019
H -0.028 0.002 -0.045
H 0.006 -0.019 0.015
H 0.024 0.001 0.033
H -0.027 0.024 0.015
H -0.031 -0.048 -0.025
H 0.022 0.048 -0.048
C -0.315 0.024 -0.175
Si 0.494 0.907 -0.133
C 0.312 -0.163 -0.030
C -0.111 0.057 0.286
O -0.133 -1.309 0.515
H -0.009 0.001 -0.006
H 0.012 0.004 0.023
H 0.005 -0.063 0.026
H -0.029 0.005 0.008
H 0.010 -0.007 0.002
H 0.018 -0.027 -0.021
H 0.004 0.004 0.016
H 0.022 -0.032 0.041
H 0.064 0.033 -0.023

Largest force on an atom, Eh/bohr: 0.031
Charge: +1
HOMO level (alpha / beta), eV: -10.200 / -10.149
Spin multiplicity: 3
LUMO level (alpha / beta), eV: -3.56 / -3.78
HOMO-LUMO gap (alpha / beta), eV: 6.636 / 6.367
Expectation value of S²: 2.042

Entry 3:
Here is a structure of composition C26H32ClFN2O2Rh at a distorted geometry from the Open Molecules 2025 dataset. Energies are from wB97M-V/def2-TZVPD.

Each line ends with the Mulliken charge.
Element x y z (Å)
Rh -0.28382 -0.19345 0.16434  -0.979
Cl 1.83761 -0.44669 -1.11111  -0.598
N 0.10009 1.88289 0.10727  0.808
N 0.00474 -2.26871 0.31825  0.373
C -0.66295 2.70506 -0.58216  0.457
C -0.46786 -2.98740 -0.66594  0.558
C 1.29879 2.65702 0.53319  1.188
C 0.73657 4.07422 0.49781  -0.850
C 2.38833 2.60578 -0.52858  -1.505
C 1.87768 2.23394 1.87072  -1.744
H 2.00507 2.98496 -1.48987  0.349
H 2.74705 1.57470 -0.66838  0.190
H 3.20514 3.25320 -0.18447  0.463
H 1.10735 2.26499 2.64632  0.441
H 2.66474 2.95742 2.12356  0.549
H 2.32167 1.23038 1.79656  -0.003
C 1.02302 -3.07305 1.06681  1.465
C 0.99111 -4.39163 0.29659  -0.817
C 0.59009 -3.22465 2.51776  -1.548
C 2.40720 -2.47322 1.03684  -1.968
H 2.67982 -2.20831 0.00605  0.534
H 3.11274 -3.21870 1.42205  0.457
H 2.46444 -1.56903 1.65428  0.141
H -0.42304 -3.64493 2.54817  0.446
H 0.61389 -2.24477 3.01157  0.203
H 1.28495 -3.90337 3.02886  0.440
O 0.11244 -4.16792 -0.83379  -0.419
H 0.57067 -5.20749 0.90254  0.316
H 1.96847 -4.68602 -0.10442  0.338
O -0.32761 3.99159 -0.48892  -0.415
H 1.45354 4.82230 0.15665  0.283
H 0.30797 4.37228 1.46534  0.375
C -1.77205 2.32390 -1.49192  -1.417
C -1.53505 -2.57563 -1.61380  -1.242
C -1.17097 -1.30522 -2.30800  0.910
H -2.44394 -2.40625 -1.01087  0.147
H -1.68740 -3.38107 -2.33418  0.456
C -1.14090 -0.08599 -1.63968  0.093
C -1.30657 1.13970 -2.26674  0.598
H 0.02834 -0.43966 2.00923  0.786
C -0.89060 1.18687 -3.61864  1.306
C -0.65624 -0.00866 -4.29347  -1.077
C -0.73052 2.48224 -4.34092  -1.903
C -0.76067 -1.24227 -3.65543  1.201
H -0.36351 0.02537 -5.34785  0.167
C -0.47892 -2.48257 -4.43574  -2.038
H -0.06336 -2.21769 -5.41705  0.389
H -1.40164 -3.05976 -4.60078  0.368
H 0.25561 -3.11358 -3.91458  0.283
H -1.68036 3.03467 -4.40484  0.358
H -0.37798 2.29371 -5.35964  0.389
H 0.02001 3.11819 -3.84656  0.243
H -2.00794 3.15600 -2.15414  0.401
H -2.64620 2.06518 -0.87283  0.196
F -2.90577 1.38138 5.99398  -0.361
C -2.14634 1.10476 4.88326  0.505
C -2.77872 0.91190 3.65242  -1.166
C -2.03979 0.23805 2.64064  0.159
C -0.65807 0.06068 2.80259  -0.223
C -0.02339 0.46330 4.00573  -0.953
C -0.76851 0.97047 5.08117  -0.549
H -3.79613 1.23365 3.45770  0.365
H -2.54270 -0.10388 1.71790  0.283
H 1.05675 0.32676 4.12354  0.473
H -0.29638 1.20411 6.04563  0.327

Cartesian forces, eV/Å:
Rh 0.907 0.274 0.426
Cl 0.365 0.135 -0.782
N -1.180 2.315 -1.557
N -1.137 -2.406 -0.991
C 1.989 -1.224 2.017
C 1.450 1.256 2.322
C -0.048 0.301 -0.188
C -0.283 0.096 0.463
C 0.286 -0.376 -0.358
C -0.275 0.414 -0.047
H 0.176 -0.148 0.196
H -0.080 0.662 -0.002
H -0.047 -0.059 -0.150
H 0.187 -0.228 -0.028
H -0.014 -0.226 0.058
H -0.211 0.268 0.072
C -0.390 0.284 -0.114
C -0.003 -0.436 -0.232
C -0.249 -0.118 -0.108
C 0.551 0.099 -0.388
H 0.080 -0.191 0.589
H -0.056 0.088 0.145
H 0.026 -0.138 -0.165
H 0.153 0.159 0.235
H -0.168 -0.366 0.025
H -0.127 0.095 -0.014
O -0.028 -1.144 -0.167
H 0.075 0.123 -0.247
H -0.237 0.060 0.107
O 0.055 0.775 -0.117
H -0.102 -0.073 0.019
H -0.114 -0.014 -0.242
C 0.211 0.108 0.436
C 0.217 -0.217 0.300
C 1.002 1.482 -1.827
H 0.245 -0.132 -0.330
H -0.125 0.024 0.173
C -2.961 -0.132 0.597
C 1.082 -1.186 -1.920
H -0.991 0.456 1.894
C -0.928 0.093 0.539
C 0.507 0.065 0.359
C -0.013 0.436 -0.324
C -0.805 -0.320 0.199
H 0.020 -0.023 0.353
C 0.029 -0.386 -0.392
H -0.096 -0.169 0.197
H 0.287 -0.047 -0.001
H -0.234 0.047 -0.159
H 0.281 0.000 0.003
H -0.067 0.125 0.080
H -0.273 -0.061 -0.104
H -0.056 0.103 0.223
H 0.193 0.084 -0.295
F -0.110 0.458 -0.281
C 1.501 -0.211 0.418
C -0.900 0.244 0.502
C 1.643 -0.564 -1.270
C -0.199 -0.126 0.125
C 1.544 -0.580 -1.602
C -2.007 0.402 1.068
H 0.016 -0.150 0.323
H 0.224 0.146 0.451
H -0.343 0.065 -0.131
H -0.442 -0.291 -0.374

Largest force on an atom, Eh/bohr: 0.060
Charge: -1
HOMO level (alpha / beta), eV: -0.028 / -4.454
Spin multiplicity: 5
LUMO level (alpha / beta), eV: 2.74 / 2.21
HOMO-LUMO gap (alpha / beta), eV: 2.771 / 6.663
Expectation value of S²: 6.024